DFT (ωB97M-V with the def2-TZVPD basis set) results for the molecule C21H28N4O3.

For the largest force on an atom, the calculation gives 0.6 eV/Å. Its HOMO energy is -8.1642 eV. As for the SMILES: COc1ccc([C@H](CNC(=O)[C@H](Cc2ccccc2)NC(N)=O)N(C)C)cc1. The energy above the lowest of the compared OMol25 structures with the same formula, charge and spin comes out at 29.9 kcal per mole.

Last columns: bonded neighbours and bond lengths (Å).
Atoms and positions in Å:
1 O -1.817 -2.242 -1.495  C26 1.220
2 O -1.482 0.959 1.710  C28 1.215
3 O 4.437 2.242 0.085  C10 1.365, C13 1.405
4 N -3.031 -0.412 -0.945  C9 1.451, C26 1.355, H39 1.006
5 N -0.903 -1.094 0.949  C20 1.441, C28 1.340, H38 1.016
6 N 1.654 -2.543 3.243  C17 1.449, C24 1.448, C27 1.466
7 N -4.074 -2.309 -1.707  C26 1.369, H43 1.006, H48 1.005
8 C 1.971 -0.827 1.453  C21 1.393, C22 1.388, C27 1.515
9 C -1.889 0.424 -0.623  N4 1.451, C23 1.531, C28 1.545, H40 1.097
10 C 3.666 1.189 0.485  O3 1.365, C15 1.395, C25 1.389
11 C -4.230 2.311 -2.296  C18 1.389, C19 1.384, H30 1.082
12 C -2.055 2.174 -3.277  C14 1.383, C18 1.390, H55 1.080
13 C 5.480 2.001 -0.825  O3 1.405, H33 1.089, H35 1.095, H54 1.095
14 C -2.609 2.353 -4.532  C12 1.383, C16 1.385, H52 1.080
15 C 2.657 1.483 1.401  C10 1.395, C21 1.378, H45 1.079
16 C -3.978 2.510 -4.672  C14 1.385, C19 1.384, H47 1.080
17 C 1.858 -1.595 4.318  N6 1.449, H49 1.086, H51 1.090, H56 1.100
18 C -2.859 2.149 -2.144  C11 1.389, C12 1.390, C23 1.501
19 C -4.787 2.492 -3.550  C11 1.384, C16 1.384, H32 1.081
20 C -0.346 -1.582 2.186  N5 1.441, C27 1.538, H36 1.090, H50 1.095
21 C 1.827 0.491 1.880  C8 1.393, C15 1.378, H46 1.078
22 C 2.968 -1.106 0.529  C8 1.388, C25 1.385, H29 1.081
23 C -2.257 1.900 -0.792  C9 1.531, C18 1.501, H34 1.092, H41 1.091
24 C 2.848 -3.333 3.027  N6 1.448, H37 1.090, H42 1.089, H53 1.101
25 C 3.813 -0.121 0.046  C10 1.389, C22 1.385, H31 1.079
26 C -2.897 -1.680 -1.402  O1 1.220, N4 1.355, N7 1.369
27 C 1.132 -1.963 2.002  N6 1.466, C8 1.515, C20 1.538, H44 1.098
28 C -1.398 0.143 0.814  O2 1.215, N5 1.340, C9 1.545
29 H 3.092 -2.117 0.167  C22 1.081
30 H -4.868 2.309 -1.422  C11 1.082
31 H 4.574 -0.389 -0.670  C25 1.079
32 H -5.855 2.620 -3.651  C19 1.081
33 H 5.960 2.965 -0.987  C13 1.089
34 H -2.953 2.175 0.003  C23 1.092
35 H 6.215 1.297 -0.420  C13 1.095
36 H -0.476 -0.787 2.921  C20 1.090
37 H 3.096 -3.845 3.956  C24 1.090
38 H -0.896 -1.706 0.138  N5 1.016
39 H -3.944 -0.029 -0.768  N4 1.006
40 H -1.085 0.143 -1.315  C9 1.097
41 H -1.349 2.489 -0.656  C23 1.091
42 H 2.652 -4.084 2.263  C24 1.089
43 H -3.989 -3.190 -2.184  N7 1.006
44 H 1.152 -2.777 1.265  C27 1.098
45 H 2.543 2.504 1.727  C15 1.079
46 H 1.052 0.761 2.579  C21 1.078
47 H -4.411 2.651 -5.651  C16 1.080
48 H -4.903 -1.772 -1.892  N7 1.005
49 H 0.941 -1.044 4.507  C17 1.086
50 H -0.891 -2.468 2.526  C20 1.095
51 H 2.111 -2.153 5.219  C17 1.090
52 H -1.972 2.371 -5.404  C14 1.080
53 H 3.716 -2.731 2.720  C24 1.101
54 H 5.103 1.620 -1.780  C13 1.095
55 H -0.986 2.054 -3.172  C12 1.080
56 H 2.668 -0.879 4.114  C17 1.100

Löwdin atomic charge list, values in e, 2 entries:
1. O 0.0331
2. O 0.0616